[1]
The following is a DFT calculation (ωB97M-V/def2-TZVPD) of CH3BaMgO2 as an isolated structure at a distorted geometry.

Structure (XYZ):
```
8
Properties=species:S:1:pos:R:3
O -1.472 0.089 -0.147
C -0.617 -0.988 -0.016
O 0.674 -0.507 0.284
H -0.603 -1.627 -0.928
H -0.887 -1.641 0.844
Mg -0.058 1.421 0.045
Ba 3.137 -0.272 -0.348
H -0.175 3.525 0.267
```

## Properties
* strongest force on any atom: 0.0402 hartree/bohr
* ΔE to the lowest compared entry with this formula, charge and spin: 6.1 kcal per mole
* molecular weight: 208.67 g/mol
* net charge: -1

---

[2]
The following is a DFT calculation (ωB97M-V/def2-TZVPD) of CH3Br2ClP as an isolated structure at a distorted geometry.

Structure (XYZ):
```
8
Properties=species:S:1:pos:R:3
C 0.614 -0.664 -0.736
P -0.400 0.319 0.464
Cl -0.111 -0.069 3.071
Br 0.255 2.360 0.399
Br -2.602 0.602 -0.046
H -0.083 -1.259 -1.376
H 1.280 -1.405 -0.524
H 1.048 0.117 -1.251
```

## Properties
* strongest force on any atom: 0.0800 hartree/bohr
* ΔE to the lowest compared entry with this formula, charge and spin: 63.5 kcal per mole
* molecular weight: 241.27 g/mol
* net charge: +1

---

[3]
The following is a DFT calculation (ωB97M-V/def2-TZVPD) of a 2-piece molecular cluster, CH3Br2N overall at a distorted geometry.

Structure (XYZ):
```
7
Properties=species:S:1:pos:R:3
C -0.509 0.245 -0.424
N 0.635 -0.571 -0.207
Br 1.818 0.972 1.572
Br 0.303 -2.222 0.347
H -0.029 1.196 -0.588
H -1.200 -0.152 -1.236
H -1.019 0.532 0.536
```

## Properties
* strongest force on any atom: 0.0288 hartree/bohr
* ΔE to the lowest compared entry with this formula, charge and spin: 47.9 kcal per mole
* molecular weight: 188.85 g/mol

---

[4]
The following is a DFT calculation (ωB97M-V/def2-TZVPD) of CH3Br2P as an isolated structure at a distorted geometry.

Structure (XYZ):
```
7
Properties=species:S:1:pos:R:3
C -0.312 0.463 -1.806
P 0.554 -1.357 1.803
Br -0.662 2.277 -1.220
Br 0.859 -0.535 -0.750
H -1.251 -0.147 -1.876
H -0.526 -0.650 1.576
H 1.337 -0.050 2.274
```

## Properties
* strongest force on any atom: 0.0732 hartree/bohr
* ΔE to the lowest compared entry with this formula, charge and spin: 132.5 kcal per mole
* molecular weight: 205.82 g/mol

---

These records have energy values of -11318.5404 -162973.1318 -142657.2143 -150454.9758 eV, in the order they appear.